Entry 1:
The following is a quantum chemistry calculation of a cluster of 9 separate species, C30H48N6O3S3 in total at a distorted geometry, from the Open Molecules 2025 dataset.

Calculated values
E_tot: -2920.54717 Eh
LUMO: 0.4 eV
largest force on an atom: 1.9 eV/Å
energy relative to the best compared isomer or geometry (same formula, charge and spin): 25.53 kcal/mol
Kohn-Sham gap: 8.106 eV
HOMO level: -7.8 eV

Atoms and positions in Å:
C (4.731866, -6.271021, 8.161827)
S (5.195028, -6.575321, 6.459591)
O (4.772324, -7.992579, 6.135210)
C (4.017023, -5.576225, 5.538049)
H (3.680575, -6.515299, 8.273390)
H (5.126058, -5.271069, 8.378636)
H (5.435531, -6.816539, 8.794390)
H (3.031582, -5.872211, 5.899469)
H (4.138173, -5.815940, 4.487957)
H (4.227078, -4.530645, 5.763931)
C (11.727169, -6.560573, 9.141991)
S (13.078342, -5.337147, 9.204582)
O (13.274222, -4.964519, 7.776584)
C (12.035871, -4.002677, 9.814784)
H (12.108493, -7.386942, 8.545151)
H (10.860776, -6.125801, 8.637600)
H (11.252550, -6.953097, 10.045327)
H (11.684363, -4.251069, 10.826549)
H (11.195816, -3.798999, 9.157785)
H (12.587746, -3.087907, 10.041929)
C (6.023008, -10.640455, 8.190216)
S (6.804107, -11.347795, 6.714140)
O (8.194581, -10.778276, 6.563363)
C (5.809245, -10.485053, 5.443873)
H (5.091510, -11.128852, 8.448156)
H (5.916706, -9.569939, 7.980373)
H (6.767775, -10.615201, 8.987159)
H (6.494648, -10.457432, 4.601916)
H (5.448378, -9.498991, 5.736285)
H (4.941195, -11.121767, 5.268347)
N (9.618852, -1.836994, 5.594334)
C (9.322363, -2.711489, 6.589787)
C (8.018802, -2.459013, 7.002870)
C (7.518130, -1.499467, 6.114787)
C (8.570754, -0.970747, 5.382281)
H (10.509201, -1.685790, 5.155431)
H (10.107494, -3.398373, 6.866543)
H (7.479006, -3.045615, 7.728254)
H (6.493368, -1.164786, 6.049429)
H (8.610635, -0.229084, 4.604249)
N (6.128194, -0.165893, 11.877550)
C (7.312620, 0.444757, 12.009631)
C (8.254257, -0.306069, 11.338873)
C (7.595622, -1.488060, 10.898444)
C (6.259700, -1.378884, 11.216969)
H (5.242908, 0.184558, 12.193968)
H (7.370145, 1.416645, 12.473008)
H (9.315618, -0.135983, 11.426646)
H (8.204606, -2.268733, 10.471408)
H (5.405376, -2.004116, 11.034793)
N (8.122363, -7.545460, 8.210641)
C (7.831121, -8.059335, 9.444295)
C (7.621898, -6.996302, 10.292367)
C (7.926649, -5.828315, 9.598668)
C (8.267530, -6.194313, 8.296016)
H (8.342849, -7.996057, 7.333559)
H (7.936979, -9.105875, 9.675536)
H (7.291568, -7.094273, 11.314685)
H (7.860631, -4.798680, 9.917932)
H (8.601991, -5.597302, 7.463384)
N (5.160067, -8.538183, 14.979891)
C (4.237140, -9.251636, 15.671869)
C (3.150235, -9.470240, 14.826533)
C (3.434477, -8.785848, 13.612215)
C (4.688216, -8.230179, 13.747726)
H (5.982620, -8.173663, 15.426371)
H (4.332274, -9.515071, 16.710999)
H (2.240421, -10.031424, 14.953413)
H (2.736042, -8.690987, 12.798391)
H (5.247911, -7.560797, 13.115629)
N (8.533438, -4.714465, 15.430758)
C (7.810215, -4.543456, 16.583769)
C (6.480765, -4.648279, 16.241507)
C (6.405085, -4.906665, 14.861168)
C (7.693551, -4.885656, 14.362651)
H (9.535038, -4.691750, 15.453254)
H (8.244631, -4.223182, 17.514802)
H (5.633393, -4.546100, 16.900067)
H (5.410474, -4.934985, 14.443084)
H (8.003867, -5.099949, 13.354437)
N (10.027214, -9.218671, 5.111566)
C (10.662072, -8.244512, 5.835639)
C (10.836835, -7.172076, 4.977540)
C (10.509670, -7.591276, 3.680999)
C (9.940629, -8.851292, 3.796479)
H (9.569444, -10.019189, 5.529543)
H (10.939309, -8.408461, 6.861417)
H (11.261446, -6.222385, 5.266777)
H (10.694583, -7.035723, 2.777247)
H (9.652280, -9.593213, 3.071468)

Cartesian forces (eV/Å) of the 6 atoms listed first:
0.98 0.46 -0.47
0.51 -0.89 -0.66
-0.21 1.12 0.55
-0.08 0.02 1.09
-0.02 0.29 0.47
-1.00 0.36 -0.09

Löwdin atomic charge list, values in e, 2 entries:
1 C -0.24
2 S 0.84

Entry 2:
The following is a quantum chemistry calculation of the ion C11H12NOS2 with charge +1 at a distorted geometry, from the Open Molecules 2025 dataset.

Calculated values
E_tot: -1352.40842 Eh
total charge: +1
LUMO: -3.0 eV
largest force on an atom: 3.4 eV/Å
energy relative to the best compared isomer or geometry (same formula, charge and spin): 45.83 kcal/mol
Kohn-Sham gap: 9.153 eV
HOMO level: -12.2 eV

Atoms and positions in Å:
C (-0.582956, 1.579457, -3.114278)
C (-1.744053, 0.957859, -3.021012)
S (-2.026596, 0.214969, -1.505031)
C (-0.377388, 0.589003, -1.039685)
C (0.204507, 0.084878, 0.294652)
C (0.179772, -1.412857, 0.273289)
C (1.153588, -2.248870, 0.719690)
C (0.834405, -3.590505, 0.807939)
C (-0.484792, -3.760631, 0.438113)
S (-1.252703, -2.364555, -0.078276)
N (-0.716942, 0.721106, 1.414090)
C (0.121841, 1.580280, 2.185213)
C (1.271795, 1.832870, 1.185071)
O (1.480056, 0.581269, 0.634376)
C (0.238471, 1.404212, -1.952849)
H (-0.430081, 2.220939, -3.895152)
H (-2.401237, 0.791931, -3.816286)
H (2.147595, -1.799538, 0.965551)
H (1.602312, -4.254998, 1.134040)
H (-0.950953, -4.681195, 0.145730)
H (-1.210204, -0.033331, 1.952979)
H (-1.334763, 1.386462, 0.795754)
H (0.626302, 0.999908, 3.063186)
H (-0.544022, 2.451699, 2.456295)
H (0.887434, 2.521647, 0.461114)
H (2.182305, 2.169697, 1.540460)
H (1.126307, 2.058294, -2.044972)

Cartesian forces (eV/Å) of the 6 atoms listed first:
0.28 -0.70 2.13
-1.09 -0.80 0.62
0.98 -0.17 -0.36
0.96 1.11 0.74
0.09 -0.60 -1.39
-0.87 -0.30 0.63

Löwdin atomic charge list, values in e, 2 entries:
1 C -0.16
2 C -0.38

Entry 3:
The following is a quantum chemistry calculation of a cluster of 2 separate species, C2H2F2INO in total at a distorted geometry, from the Open Molecules 2025 dataset.

Calculated values
E_tot: -704.72603 Eh
LUMO (spin up / spin down): -0.2 / -0.2 eV
largest force on an atom: 4.4 eV/Å
energy relative to the best compared isomer or geometry (same formula, charge and spin): 68.21 kcal/mol
Kohn-Sham gap (spin up / spin down): 7.594 / 7.603 eV
HOMO level (spin up / spin down): -7.8 / -7.8 eV

Atoms and positions in Å:
C (-0.571218, -1.090272, -0.288636)
C (1.152662, 0.757091, -0.362511)
N (-1.385485, -0.506470, 0.506168)
O (-0.268336, -1.949668, -0.987637)
F (2.060586, 0.579380, -1.433522)
F (0.276220, 1.750872, -0.681073)
I (1.978199, 1.112777, 1.552299)
H (-1.093360, 0.414073, 0.769392)
H (-2.149267, -1.067782, 0.925519)

Cartesian forces (eV/Å) of the 6 atoms listed first:
3.63 2.31 -1.10
-1.76 -2.93 -1.68
-1.53 -0.76 0.93
-0.43 -1.51 -0.38
-1.30 0.82 2.01
0.74 0.50 -0.22

Löwdin atomic charge list, values in e, 2 entries:
1 C -0.34
2 C -0.85

Entry 4:
The following is a quantum chemistry calculation of a cluster of 34 separate species, H68O34 in total at a distorted geometry, from the Open Molecules 2025 dataset.

Calculated values
E_tot: -2599.01666 Eh
LUMO: -0.8 eV
largest force on an atom: 1.4 eV/Å
energy relative to the best compared isomer or geometry (same formula, charge and spin): 86.91 kcal/mol
Kohn-Sham gap: 8.928 eV
HOMO level: -9.7 eV

Atoms and positions in Å:
O (3.348534, 0.308536, 0.758958)
H (3.358619, 0.633835, 1.659132)
H (2.460869, -0.027537, 0.635164)
O (-4.145328, 3.278347, 2.114273)
H (-4.376394, 4.206759, 2.084294)
H (-4.247187, 3.035282, 3.034477)
O (-3.103016, 3.032128, -2.496840)
H (-2.884560, 3.041729, -3.428731)
H (-2.516321, 3.679722, -2.106131)
O (-1.160142, -4.867726, -1.621136)
H (-1.427034, -5.209071, -2.474657)
H (-0.533438, -4.173683, -1.825523)
O (-5.254137, -2.231291, 2.070073)
H (-6.052371, -1.790165, 2.360690)
H (-4.843254, -1.611472, 1.467388)
O (2.258755, 4.308030, -3.933308)
H (2.487338, 3.539195, -3.410934)
H (1.375961, 4.540125, -3.645158)
O (-4.590533, 2.166473, -0.432373)
H (-4.522925, 2.857739, 0.226260)
H (-4.100626, 2.501690, -1.183277)
O (0.323246, -3.157536, -4.923347)
H (0.351806, -2.451293, -4.277876)
H (-0.584119, -3.167684, -5.227999)
O (-0.062885, 3.446102, 2.259828)
H (0.538160, 3.903585, 1.671871)
H (-0.627671, 2.937822, 1.677677)
O (3.367205, 2.532247, -1.950272)
H (3.469688, 1.632759, -1.639373)
H (4.223998, 2.760631, -2.310810)
O (-0.186350, 1.678320, -1.979177)
H (-0.277545, 2.604083, -1.753609)
H (-1.069986, 1.321361, -1.889762)
O (-2.459368, 0.089379, -2.086344)
H (-3.329584, -0.060813, -2.455691)
H (-2.432758, -0.460676, -1.303418)
O (0.164460, -5.497513, 1.473499)
H (0.997500, -5.697745, 1.046667)
H (-0.035205, -4.601671, 1.201765)
O (-0.128722, -0.117548, 0.365640)
H (0.207363, 0.415347, -0.354989)
H (-0.691486, 0.477029, 0.861633)
O (-1.090648, 4.170631, -1.169084)
H (-0.650239, 4.131118, -0.320131)
H (-0.506441, 4.693292, -1.718408)
O (3.143290, -0.113608, -2.893881)
H (3.954226, 0.221431, -3.276442)
H (3.380132, -0.972247, -2.543332)
O (-1.928571, 1.969595, 0.888499)
H (-2.439248, 2.259502, 0.132593)
H (-2.499915, 2.129383, 1.639675)
O (-4.177896, -0.599847, 0.072088)
H (-4.410807, 0.312672, -0.099069)
H (-3.562242, -0.557205, 0.803777)
O (2.474680, -5.123372, 0.586720)
H (3.248669, -5.619178, 0.319576)
H (2.473952, -4.354216, 0.016962)
O (-1.826386, -2.928031, 3.767553)
H (-2.195563, -2.937055, 2.884457)
H (-2.249798, -3.662370, 4.212193)
O (1.428192, 0.838493, 3.802558)
H (0.675706, 1.348394, 3.502593)
H (1.232079, -0.059208, 3.534376)
O (0.648238, -3.790230, 4.646556)
H (0.498873, -4.729878, 4.751331)
H (-0.036254, -3.504403, 4.041563)
O (4.200154, -2.253893, -1.215044)
H (4.928186, -2.600845, -1.730638)
H (4.540354, -2.205591, -0.321651)
O (0.536594, -0.625508, -3.589109)
H (1.319375, -0.470034, -3.060606)
H (0.035513, 0.187176, -3.520679)
O (2.006574, -3.454247, -1.661032)
H (2.314174, -4.107872, -2.289029)
H (2.779280, -2.922509, -1.470188)
O (-2.076518, 3.135543, 4.543949)
H (-1.730350, 3.469540, 5.371508)
H (-1.310652, 3.066314, 3.973950)
O (-2.228383, -0.206332, 3.521375)
H (-2.118854, -1.145819, 3.668367)
H (-2.758973, 0.091902, 4.260130)
O (1.143412, -1.632960, 2.878406)
H (1.014961, -2.209538, 2.125223)
H (1.221081, -2.227021, 3.624932)
O (-2.490994, -2.828709, 1.007946)
H (-2.973367, -3.366859, 0.380284)
H (-1.574745, -2.916917, 0.745391)
O (1.736927, 3.819764, -0.180632)
H (2.017871, 3.518591, -1.044696)
H (2.133280, 4.686092, -0.087868)
O (3.919548, 3.331819, 1.460118)
H (3.209610, 3.313898, 2.101904)
H (3.498589, 3.107368, 0.630267)
O (0.288919, -2.746513, 0.543944)
H (0.965127, -2.958772, -0.099421)
H (0.163390, -1.801549, 0.457290)
O (5.392278, 0.412451, -0.984399)
H (5.325469, -0.460305, -1.371766)
H (4.678834, 0.447460, -0.347210)
O (0.049009, 2.798434, -4.673233)
H (0.627269, 2.701619, -5.429853)
H (0.342475, 2.125327, -4.059207)

Cartesian forces (eV/Å) of the 6 atoms listed first:
0.07 -0.19 -0.39
0.00 0.25 0.53
-0.49 -0.10 0.11
-0.09 0.02 -0.25
0.06 0.34 0.09
0.10 -0.15 0.44

Löwdin atomic charge list, values in e, 2 entries:
1 O -0.02
2 H 0.06

Entry 5:
The following is a quantum chemistry calculation of an isolated molecule of C10H17NO2 at a distorted geometry, from the Open Molecules 2025 dataset.

Calculated values
E_tot: -596.50188 Eh
LUMO: 0.7 eV
largest force on an atom: 1.3 eV/Å
energy relative to the best compared isomer or geometry (same formula, charge and spin): 0.00 kcal/mol
Kohn-Sham gap: 9.759 eV
HOMO level: -9.1 eV

Atoms and positions in Å:
O (0.542571, 3.526048, 0.037010)
C (-0.318024, 2.749153, 0.364263)
O (-1.604390, 3.073449, 0.111748)
C (-0.052785, 1.393751, 1.025278)
C (1.456505, 1.191841, 1.272032)
C (2.172023, 0.797424, -0.019403)
C (1.504366, -0.359330, -0.782528)
C (0.073077, -0.047442, -1.100815)
N (-0.663930, -1.081981, -1.848823)
C (-0.792271, -2.359818, -1.122249)
C (-1.634424, -2.110444, 0.132929)
C (-0.948991, -1.031289, 1.027256)
C (-0.681271, 0.247748, 0.209526)
H (-2.159960, 2.359043, 0.496872)
H (-0.553233, 1.413394, 2.023983)
H (1.586283, 0.398452, 2.019989)
H (1.880784, 2.075942, 1.754402)
H (2.221031, 1.722353, -0.652244)
H (3.212625, 0.511337, 0.233933)
H (1.561569, -1.285720, -0.222060)
H (2.098863, -0.513869, -1.690836)
H (0.034195, 0.888869, -1.701259)
H (-0.149913, -1.277398, -2.699558)
H (-1.285307, -3.108385, -1.728414)
H (0.203003, -2.795905, -0.863214)
H (-1.746481, -2.997022, 0.747728)
H (-2.624643, -1.741746, -0.195724)
H (-0.065516, -1.456457, 1.503508)
H (-1.619559, -0.769202, 1.857701)
H (-1.646196, 0.587203, -0.191028)

Cartesian forces (eV/Å) of the 6 atoms listed first:
-0.24 -0.37 0.23
0.80 0.49 -0.39
-0.58 -0.98 0.70
0.05 0.02 0.65
-0.44 -0.51 0.15
0.67 0.71 0.01

Löwdin atomic charge list, values in e, 2 entries:
1 O 0.12
2 C -0.49

Entry 6:
The following is a quantum chemistry calculation of a cluster of 2 separate species, C9H16NOS in total at a distorted geometry, from the Open Molecules 2025 dataset.

Calculated values
E_tot: -880.36630 Eh
total charge: +1
LUMO: -5.1 eV
largest force on an atom: 4.9 eV/Å
energy relative to the best compared isomer or geometry (same formula, charge and spin): 36.13 kcal/mol
Kohn-Sham gap: 7.363 eV
HOMO level: -12.4 eV

Atoms and positions in Å:
C (-4.268160, 0.567016, 1.052241)
C (-3.424296, -0.511828, 1.018292)
C (-3.921369, 1.516440, 0.107969)
C (-2.362013, -0.409852, 0.079672)
C (-0.336488, -0.634725, -2.249470)
C (2.968663, 0.716789, -0.261436)
C (1.301103, 0.976705, 1.498641)
C (-0.154539, -1.295653, -0.883423)
C (-1.372126, -1.434043, -0.055510)
N (2.080753, 0.078632, 0.690543)
O (-1.527484, -2.515344, 0.667139)
S (-2.445002, 1.095294, -0.756898)
H (-5.233135, 0.508424, 1.509035)
H (-3.416790, -1.315311, 1.631589)
H (-4.327271, 2.579927, -0.179754)
H (0.631207, -0.738530, -2.758734)
H (-0.602764, 0.420395, -2.240210)
H (-1.091563, -1.175141, -3.010118)
H (3.768277, 1.369945, 0.406375)
H (3.500779, 0.071763, -0.911901)
H (2.276713, 1.473296, -0.828693)
H (0.893845, 0.577618, 2.329762)
H (1.865159, 1.868384, 1.787966)
H (0.600777, 1.358897, 0.868519)
H (0.564816, -2.158595, -1.066299)
H (0.680006, -0.752645, -0.308824)
H (2.708372, -0.207548, 1.449826)
H (-0.800406, -3.180928, 0.590083)

Cartesian forces (eV/Å) of the 6 atoms listed first:
-0.84 0.44 -1.29
2.06 1.40 -2.28
1.24 1.99 -1.30
-0.33 -0.81 0.83
-0.90 -1.08 -2.23
-0.43 4.60 1.75

Löwdin atomic charge list, values in e, 2 entries:
1 C -0.13
2 C -0.04